DFT (wB97M-V/def2-TZVPD) results for a structure of composition C11H13B2F4InNO5Se.

LUMO, eV: 2.46
HOMO energy, eV: -5.889
Orbital gap, eV: 8.350

ORCA input file:
```
! RIJCOSX wB97M-V def2-TZVPD def2/J DEFGRID3
* xyz -1 1
In -0.905 1.151 -2.101
O -1.878 5.008 0.256
C -1.736 3.788 -0.286
O -0.661 3.281 -0.468
C -3.075 3.189 -0.666
O -3.126 1.786 -0.602
C -3.132 1.230 0.714
C -1.776 0.685 1.229
O -1.666 0.545 2.450
O -0.927 0.371 0.336
H -0.998 5.372 0.422
H -3.226 3.454 -1.716
H -3.859 3.647 -0.056
H -3.798 0.366 0.676
H -3.533 1.942 1.439
F -2.827 2.142 -4.004
B -1.835 3.124 -4.265
F -1.617 3.816 -3.028
F -2.245 3.998 -5.251
F -0.632 2.477 -4.610
Se 0.756 -1.136 1.582
C 2.177 -2.323 2.216
C 2.809 -1.970 3.404
C 3.860 -2.729 3.895
C 4.301 -3.844 3.198
C 3.658 -4.213 2.025
C 2.595 -3.465 1.540
H 2.470 -1.093 3.945
H 4.345 -2.439 4.819
H 5.139 -4.422 3.566
H 3.986 -5.087 1.476
H 2.096 -3.774 0.633
B 0.878 -2.657 -2.631
C 0.845 -2.115 -1.193
N 0.873 -1.759 -0.094
H -0.234 -3.052 -2.880
H 1.686 -3.554 -2.629
H 1.212 -1.742 -3.343
*
```